# 1
{"formula": "C15H13Br9F2", "method": "the ωB97M-V functional and the def2-TZVPD basis", "homo_energy_ev": -9.09, "de_lowest_ev": 0.659, "symbols": ["F", "C", "C", "C", "C", "C", "C", "H", "H", "H", "H", "H", "F", "C", "C", "C", "C", "C", "C", "H", "H", "H", "H", "H", "C", "Br", "Br", "Br", "H", "C", "Br", "Br", "Br", "H", "C", "Br", "Br", "Br", "H"], "coordinates": [[-4.035, -0.155, 4.372], [-2.862, 0.404, 4.022], [-2.670, 0.754, 2.675], [-1.485, 1.344, 2.319], [-0.449, 1.500, 3.246], [-0.662, 1.141, 4.601], [-1.873, 0.639, 4.998], [-3.474, 0.542, 1.986], [-1.325, 1.741, 1.327], [0.525, 1.888, 2.986], [0.090, 1.232, 5.371], [-2.047, 0.355, 6.025], [-0.787, -3.067, -0.371], [-0.236, -2.081, -1.100], [-1.002, -1.049, -1.683], [-0.359, 0.114, -2.146], [1.045, 0.181, -2.199], [1.790, -0.953, -1.784], [1.166, -2.045, -1.224], [-2.071, -1.133, -1.552], [-0.983, 0.932, -2.475], [1.506, 1.102, -2.525], [2.870, -0.934, -1.785], [1.720, -2.787, -0.668], [-4.147, -6.219, 2.662], [-3.590, -4.963, 4.079], [-5.806, -5.439, 1.851], [-4.462, -8.149, 3.245], [-3.410, -6.220, 1.860], [1.616, 5.857, -1.865], [-0.352, 5.568, -1.685], [2.152, 5.419, -3.774], [2.578, 4.756, -0.567], [1.848, 6.920, -1.794], [5.988, 0.589, -5.746], [6.088, -1.391, -5.498], [5.766, 1.595, -3.975], [4.442, 1.085, -6.958], [6.894, 0.927, -6.249]], "nbo_charge": [-0.324, 0.413, -0.291, -0.195, -0.228, -0.192, -0.294, 0.230, 0.220, 0.216, 0.216, 0.227, -0.321, 0.411, -0.294, -0.196, -0.230, -0.191, -0.291, 0.224, 0.219, 0.222, 0.219, 0.225, -0.430, 0.095, 0.056, 0.059, 0.219, -0.439, 0.071, 0.042, 0.104, 0.224, -0.413, 0.086, 0.054, 0.059, 0.216]}

=====

# 2
{"formula": "C5H7N2", "method": "the ωB97M-V functional and the def2-TZVPD basis", "total_charge": 1, "homo_energy_ev": [-14.72, -15.14], "de_lowest_ev": 5.265, "smiles": "C/[NH+]=C1/C=CC=N1", "symbols": ["C", "C", "C", "C", "C", "N", "N", "H", "H", "H", "H", "H", "H", "H"], "coordinates": [[-2.747, -0.276, 0.055], [-1.662, -1.079, -0.057], [-2.121, 1.092, 0.269], [-0.487, -0.297, 0.030], [2.044, 0.448, -0.032], [-0.853, 1.040, 0.242], [1.116, -0.622, 0.047], [-3.877, -0.574, 0.129], [-1.662, -2.111, -0.037], [-2.594, 2.001, 0.740], [2.778, 0.445, -0.958], [1.473, 1.380, 0.037], [2.774, 0.353, 0.892], [1.461, -1.490, 0.313]], "nbo_charge": [-0.100, -0.336, 0.204, 0.567, -0.471, -0.499, -0.371, 0.289, 0.260, 0.253, 0.270, 0.262, 0.249, 0.423]}

=====

# 3
{"formula": "C11H21F3ILuO4P2", "method": "the ωB97M-V functional and the def2-TZVPD basis", "total_charge": 2, "homo_energy_ev": -15.56, "symbols": ["C", "C", "H", "H", "H", "O", "I", "Lu", "P", "C", "C", "H", "H", "H", "H", "H", "H", "C", "H", "H", "H", "P", "C", "C", "H", "H", "H", "C", "H", "H", "H", "H", "H", "H", "C", "O", "F", "C", "F", "F", "C", "O", "O"], "coordinates": [[0.050, 0.224, -4.835], [0.047, 0.829, -3.553], [0.052, 0.987, -5.660], [-0.842, -0.439, -4.880], [0.947, -0.433, -4.875], [0.040, 1.528, -2.622], [-0.290, -2.859, -1.751], [-0.038, -0.702, -0.042], [2.590, 0.213, 0.142], [3.263, 1.572, 1.161], [3.350, -1.236, 0.976], [4.432, -1.085, 1.077], [4.648, 0.107, -1.213], [3.156, -2.142, 0.384], [3.203, -0.435, -2.113], [2.825, 1.511, 2.169], [2.915, -1.378, 1.973], [3.581, 0.307, -1.393], [4.361, 1.525, 1.250], [3.472, 1.304, -1.844], [2.978, 2.536, 0.720], [-2.651, 0.317, -0.043], [-3.212, 1.653, 1.063], [-3.688, 0.593, -1.518], [-3.192, -2.037, 0.253], [-4.597, -0.968, 0.598], [-3.280, -1.141, 1.809], [-3.517, -1.105, 0.736], [-3.323, -0.037, -2.338], [-4.740, 0.346, -1.329], [-4.304, 1.619, 1.200], [-2.923, 2.619, 0.633], [-3.615, 1.643, -1.830], [-2.722, 1.525, 2.036], [0.063, 1.702, 0.029], [0.157, 2.809, 0.356], [-0.496, -0.999, 4.775], [0.141, -1.840, 3.940], [1.445, -1.938, 4.316], [-0.414, -3.072, 3.989], [0.066, -1.321, 2.473], [-0.476, -0.203, 2.198], [0.538, -2.102, 1.581]], "nbo_charge": [-0.841, 1.009, 0.373, 0.365, 0.362, -0.267, -0.331, 1.259, 0.788, -0.925, -0.915, 0.260, 0.277, 0.261, 0.238, 0.265, 0.265, -0.930, 0.274, 0.243, 0.249, 0.799, -0.929, -0.931, 0.254, 0.262, 0.263, -0.921, 0.234, 0.270, 0.268, 0.245, 0.248, 0.268, 0.475, -0.403, -0.287, 0.906, -0.301, -0.288, 0.709, -0.709, -0.709]}

=====

# 4
{"formula": "C6H19ClN2Si2", "method": "the ωB97M-V functional and the def2-TZVPD basis", "homo_energy_ev": [-7.37, -7.37], "de_lowest_ev": 4.117, "symbols": ["C", "C", "C", "C", "C", "C", "N", "N", "Si", "Si", "Cl", "H", "H", "H", "H", "H", "H", "H", "H", "H", "H", "H", "H", "H", "H", "H", "H", "H", "H", "H"], "coordinates": [[-0.218, -1.216, -2.077], [-1.983, -0.961, -0.459], [1.262, -1.865, 2.443], [2.819, -1.308, 0.378], [-0.552, -1.490, -0.598], [1.445, -1.677, 0.888], [0.324, -0.902, 0.362], [-1.349, 3.452, -1.491], [-1.901, 4.801, -0.612], [0.360, 0.794, 0.722], [0.138, 2.706, -1.094], [-1.086, -1.596, -2.689], [-0.267, -0.037, -2.254], [0.601, -1.659, -2.450], [-2.188, -0.672, 0.677], [-2.857, -1.696, -0.814], [-2.111, 0.051, -0.915], [0.184, -1.908, 2.657], [1.801, -2.679, 2.915], [1.756, -0.821, 2.880], [2.938, -1.707, -0.769], [3.582, -1.764, 1.132], [2.962, -0.246, 0.273], [-0.626, -2.620, -0.662], [1.249, -2.602, 0.430], [-3.291, 5.160, -1.232], [-0.908, 5.833, -0.828], [-2.540, 4.286, 0.744], [-1.073, 1.008, 1.031], [1.529, 1.335, 1.410]], "nbo_charge": [-0.603, -0.639, -0.608, -0.617, -0.076, -0.063, -0.856, -1.171, 1.052, 1.283, 0.160, 0.216, 0.214, 0.198, 0.211, 0.239, 0.231, 0.227, 0.225, 0.187, 0.224, 0.229, 0.206, 0.217, 0.201, -0.180, -0.199, -0.207, -0.157, -0.145]}

=====

# 5
{"formula": "C9H21N3O3", "method": "the ωB97M-V functional and the def2-TZVPD basis", "total_charge": 2, "homo_energy_ev": -14.97, "de_lowest_ev": 0.000, "smiles": "C[NH2+]COC(=C=N)[C@@H](O)[C@@H](C)O[C@H](C)[NH3+]", "symbols": ["C", "C", "C", "C", "C", "C", "C", "C", "C", "N", "N", "N", "O", "O", "O", "H", "H", "H", "H", "H", "H", "H", "H", "H", "H", "H", "H", "H", "H", "H", "H", "H", "H", "H", "H", "H"], "coordinates": [[0.978, 2.191, -1.091], [0.846, 1.007, -0.477], [0.156, -0.286, -1.194], [-1.313, -0.219, -1.372], [-2.298, 0.241, 0.823], [-1.808, -1.203, -2.414], [-2.323, -0.362, 2.260], [4.395, -0.967, 0.463], [2.508, 0.666, 1.109], [0.772, 3.355, -1.271], [-3.813, 0.644, 0.536], [2.996, -0.753, 0.812], [-1.878, -0.709, -0.090], [0.509, -1.385, -0.387], [1.191, 0.765, 0.844], [-1.655, 1.107, 0.796], [0.673, -0.374, -2.213], [-1.712, 0.825, -1.622], [-1.177, -2.012, -2.403], [-1.786, -0.890, -3.432], [-2.807, -1.352, -2.209], [-1.258, -0.657, 2.525], [-2.985, -1.170, 2.362], [-2.441, 0.441, 3.027], [4.430, -2.050, 0.023], [4.778, -0.287, -0.347], [5.221, -1.059, 1.218], [3.110, 1.549, 0.710], [2.774, 0.655, 2.106], [1.507, 4.017, -1.748], [-3.970, 1.511, 0.997], [-4.527, -0.035, 0.612], [-3.776, 0.923, -0.468], [2.304, -0.998, 0.095], [2.712, -1.373, 1.544], [-0.334, -1.755, -0.124]], "nbo_charge": [0.356, -0.014, 0.047, 0.063, 0.276, -0.628, -0.659, -0.484, 0.107, -0.523, -0.706, -0.538, -0.550, -0.735, -0.484, 0.216, 0.220, 0.204, 0.228, 0.252, 0.225, 0.253, 0.242, 0.251, 0.252, 0.253, 0.276, 0.220, 0.203, 0.427, 0.446, 0.453, 0.436, 0.470, 0.434, 0.511]}

=====

# 6
{"formula": "C47H34As2N8O7S4W", "method": "the ωB97M-V functional and the def2-TZVPD basis", "homo_energy_ev": [-7.14, -7.40], "de_lowest_ev": 2.656, "multiplicity": 3, "symbols": ["W", "S", "C", "C", "C", "C", "N", "C", "C", "C", "S", "C", "N", "H", "H", "N", "C", "N", "C", "C", "S", "C", "C", "S", "C", "N", "N", "H", "H", "H", "H", "H", "H", "O", "C", "O", "C", "C", "C", "C", "C", "C", "O", "N", "O", "O", "N", "O", "O", "H", "H", "C", "C", "As", "C", "C", "C", "C", "C", "C", "C", "C", "C", "C", "C", "C", "As", "C", "C", "C", "C", "C", "C", "C", "C", "C", "C", "C", "C", "H", "H", "H", "H", "H", "H", "H", "H", "H", "H", "H", "H", "H", "H", "H", "H", "H", "H", "H", "H", "H", "H", "H", "H"], "coordinates": [[-0.307, -0.682, 0.212], [-1.219, 0.778, -1.249], [0.074, -0.278, -4.301], [-0.397, 0.637, -5.237], [-1.738, 0.765, -5.563], [-2.150, 1.761, -6.524], [-2.476, 2.559, -7.284], [-2.657, -0.076, -4.942], [-2.203, -0.993, -4.011], [-0.860, -1.117, -3.633], [-0.576, -2.246, -2.307], [-4.075, 0.009, -5.207], [-5.211, 0.059, -5.376], [0.301, 1.297, -5.732], [-2.921, -1.651, -3.540], [2.117, -0.529, 2.908], [0.903, -1.012, 3.289], [-0.118, -1.101, 2.482], [-1.255, -1.555, 3.142], [-1.074, -1.815, 4.447], [0.563, -1.553, 4.876], [-2.483, -1.707, 2.354], [-3.537, -2.471, 2.677], [-4.635, -2.554, 1.348], [-3.566, -1.567, 0.413], [-2.526, -1.139, 1.087], [-3.799, -1.250, -0.874], [2.391, -0.813, 1.975], [2.863, -0.595, 3.582], [-1.801, -2.131, 5.176], [-3.699, -3.046, 3.573], [-4.480, -1.783, -1.387], [-2.975, -0.950, -1.393], [3.957, -2.440, -3.295], [3.359, -2.054, -2.330], [3.118, -0.742, -2.113], [2.889, -3.017, -1.268], [3.404, -4.313, -1.356], [2.910, -5.301, -0.540], [1.817, -5.102, 0.284], [1.288, -3.833, 0.326], [1.889, -2.745, -0.331], [1.519, -1.522, 0.033], [0.098, -3.572, 1.019], [-0.697, -2.596, 0.492], [-0.417, -4.350, 1.845], [3.525, -6.651, -0.591], [4.466, -6.808, -1.340], [2.973, -7.535, 0.030], [4.183, -4.528, -2.073], [1.374, -5.907, 0.851], [0.102, 2.808, 1.603], [0.795, 2.979, 0.260], [1.531, 1.257, -0.178], [3.375, 1.335, 0.398], [4.031, 2.559, 0.428], [5.391, 2.619, 0.708], [6.106, 1.459, 0.954], [5.459, 0.231, 0.911], [4.102, 0.169, 0.630], [1.854, 1.218, -2.084], [2.259, 2.198, -2.882], [2.648, 1.892, -4.273], [2.368, 0.714, -4.829], [1.597, -0.332, -4.062], [1.849, -0.189, -2.578], [-1.312, 1.475, 1.563], [-1.782, 1.492, 3.441], [-0.854, 1.726, 4.447], [-1.237, 1.671, 5.784], [-2.545, 1.360, 6.119], [-3.480, 1.126, 5.116], [-3.102, 1.196, 3.786], [-2.841, 2.491, 0.950], [-3.825, 1.944, 0.135], [-4.918, 2.709, -0.247], [-5.031, 4.026, 0.178], [-4.065, 4.565, 1.013], [-2.977, 3.796, 1.407], [-0.299, 3.739, 1.996], [0.824, 2.429, 2.329], [1.573, 3.734, 0.330], [0.108, 3.240, -0.541], [3.505, 3.480, 0.227], [5.891, 3.580, 0.726], [7.167, 1.509, 1.162], [6.016, -0.684, 1.073], [3.631, -0.798, 0.528], [2.341, 3.223, -2.536], [3.176, 2.652, -4.835], [2.673, 0.503, -5.847], [1.934, -1.327, -4.368], [1.063, -0.740, -2.087], [0.174, 1.971, 4.210], [-0.508, 1.868, 6.560], [-2.840, 1.311, 7.160], [-4.508, 0.899, 5.372], [-3.843, 1.033, 3.012], [-3.741, 0.931, -0.223], [-5.674, 2.276, -0.889], [-5.872, 4.630, -0.139], [-4.155, 5.585, 1.366], [-2.261, 4.226, 2.094]], "lowdin_spin": [0.740, 0.131, -0.001, 0.001, -0.001, 0.000, 0.000, 0.001, -0.001, 0.002, 0.000, 0.000, 0.001, 0.000, 0.000, 0.001, 0.003, 0.007, 0.001, 0.003, 0.000, -0.001, 0.000, 0.003, 0.003, 0.011, 0.001, 0.000, 0.000, 0.000, 0.000, 0.000, 0.002, -0.004, -0.001, 0.000, 0.001, 0.054, 0.006, 0.065, 0.003, 0.033, 0.058, 0.356, 0.081, 0.401, -0.001, 0.001, -0.004, 0.003, 0.005, 0.002, -0.001, 0.019, -0.001, 0.000, 0.000, 0.000, 0.000, 0.000, 0.012, 0.004, 0.001, 0.000, 0.000, 0.003, -0.006, -0.003, -0.001, 0.000, -0.001, 0.000, -0.001, -0.001, 0.004, 0.001, 0.000, 0.001, -0.001, 0.000, 0.000, 0.000, 0.001, 0.000, 0.000, 0.000, 0.000, 0.000, 0.000, 0.000, 0.000, 0.000, 0.002, 0.000, 0.000, 0.000, 0.000, 0.000, 0.003, 0.000, 0.000, 0.000, 0.000]}

=====

# 7
{"formula": "C3Br2ClFO", "method": "the ωB97M-V functional and the def2-TZVPD basis", "homo_energy_ev": -9.52, "de_lowest_ev": 2.517, "symbols": ["C", "C", "C", "O", "F", "Cl", "Br", "Br"], "coordinates": [[0.083, -0.602, 0.274], [-0.682, -0.789, -0.858], [0.582, 1.390, 0.918], [0.298, 1.980, 1.879], [1.276, 1.676, -0.206], [1.008, -1.685, 1.173], [-0.976, -2.613, -1.443], [-1.590, 0.642, -1.737]], "nbo_charge": [-0.196, -0.308, 0.951, -0.479, -0.316, 0.096, 0.107, 0.145]}

=====

# 8
{"formula": "C22H57O5S4Tl", "method": "the ωB97M-V functional and the def2-TZVPD basis", "total_charge": 2, "homo_energy_ev": -12.71, "de_lowest_ev": 5.029, "symbols": ["Tl", "C", "C", "O", "H", "H", "H", "H", "H", "C", "S", "O", "C", "H", "H", "H", "H", "H", "H", "C", "S", "O", "C", "H", "H", "H", "H", "H", "H", "C", "S", "O", "C", "H", "H", "H", "H", "H", "H", "C", "S", "O", "C", "H", "H", "H", "H", "H", "H", "C", "C", "C", "C", "C", "C", "H", "H", "H", "H", "H", "H", "H", "H", "H", "H", "H", "H", "H", "H", "C", "C", "C", "C", "C", "C", "H", "H", "H", "H", "H", "H", "H", "H", "H", "H", "H", "H", "H", "H"], "coordinates": [[-5.821, -5.792, -0.552], [-0.458, -0.332, 0.451], [-1.879, -0.633, -0.013], [-2.217, -1.979, -0.001], [-0.219, -0.925, 1.334], [-0.408, 0.721, 0.728], [0.380, -0.543, -0.213], [-2.143, -0.128, -0.942], [-2.553, -0.178, 0.712], [2.818, -5.982, -0.336], [3.798, -5.144, -1.619], [4.878, -6.143, -2.050], [2.417, -5.169, -2.873], [2.723, -7.013, -0.675], [1.858, -5.478, -0.218], [3.262, -5.909, 0.656], [1.837, -6.090, -2.928], [2.790, -4.833, -3.840], [1.621, -4.497, -2.551], [-5.429, -0.288, -4.890], [-7.074, -0.323, -3.996], [-6.743, -1.051, -2.686], [-6.897, 1.494, -3.629], [-5.211, 0.614, -5.462], [-5.444, -1.049, -5.670], [-4.612, -0.456, -4.189], [-7.110, 1.995, -4.573], [-5.995, 1.843, -3.126], [-7.698, 1.678, -2.913], [-3.965, -3.645, 5.644], [-5.635, -3.048, 5.135], [-6.252, -3.793, 3.939], [-6.599, -3.497, 6.633], [-3.757, -3.195, 6.615], [-3.172, -3.274, 4.994], [-3.891, -4.732, 5.690], [-7.605, -3.078, 6.629], [-6.153, -3.183, 7.577], [-6.669, -4.583, 6.697], [1.380, 1.253, -8.455], [0.220, 1.861, -7.167], [-1.175, 1.964, -7.826], [0.323, 0.444, -5.940], [1.325, 1.964, -9.279], [1.144, 0.285, -8.899], [2.407, 1.254, -8.092], [-0.336, 0.636, -5.093], [1.357, 0.274, -5.640], [-0.207, -0.428, -6.324], [-2.839, 6.238, 0.887], [-1.346, 5.734, 0.737], [-0.860, 5.473, -0.672], [0.708, 5.318, -0.859], [1.074, 4.974, -2.294], [2.537, 4.579, -2.460], [-3.238, 6.375, 1.892], [-3.540, 5.501, 0.495], [-3.089, 7.115, 0.289], [-0.667, 6.444, 1.208], [-1.359, 4.792, 1.285], [-1.224, 6.318, -1.257], [-1.327, 4.605, -1.138], [1.144, 6.278, -0.583], [1.034, 4.534, -0.176], [0.481, 4.123, -2.628], [0.893, 5.856, -2.909], [2.817, 4.209, -3.447], [3.198, 5.442, -2.381], [2.821, 3.854, -1.697], [3.244, -2.319, 6.415], [4.527, -1.655, 5.961], [4.672, -1.402, 4.389], [5.925, -0.521, 4.230], [6.392, -0.314, 2.779], [5.414, 0.347, 1.809], [3.227, -3.270, 5.882], [2.387, -1.732, 6.085], [3.195, -2.439, 7.497], [4.733, -0.717, 6.478], [5.325, -2.321, 6.286], [3.806, -0.855, 4.017], [4.705, -2.317, 3.797], [5.786, 0.435, 4.734], [6.781, -0.963, 4.740], [7.298, 0.289, 2.844], [6.739, -1.270, 2.387], [5.049, 1.329, 2.108], [5.827, 0.341, 0.800], [4.542, -0.298, 1.698]], "mulliken_charge": [0.998, -0.944, -0.003, -0.246, 0.308, 0.312, 0.307, 0.304, 0.281, -0.857, 0.551, -0.523, -0.910, 0.322, 0.293, 0.335, 0.343, 0.323, 0.325, -0.826, 0.511, -0.607, -0.935, 0.337, 0.340, 0.218, 0.386, 0.305, 0.329, -0.849, 0.535, -0.573, -0.908, 0.332, 0.300, 0.319, 0.319, 0.360, 0.326, -0.900, 0.589, -0.537, -0.916, 0.329, 0.323, 0.362, 0.303, 0.347, 0.356, -1.281, -0.308, -0.615, -0.593, -0.252, -1.251, 0.363, 0.307, 0.345, 0.340, 0.192, 0.304, 0.315, 0.300, 0.330, 0.277, 0.256, 0.348, 0.315, 0.312, -1.227, -0.487, -0.383, -0.759, -0.489, -1.138, 0.285, 0.297, 0.361, 0.403, 0.302, 0.284, 0.305, 0.331, 0.371, 0.324, 0.297, 0.306, 0.362, 0.254]}

=====

| no. | calculated total energy (a.u.) |
| --- | --- |
| 1 | -23945.148825 |
| 2 | -303.825470 |
| 3 | -3247.769901 |
| 4 | -1388.469865 |
| 5 | -744.786266 |
| 6 | -8907.389107 |
| 7 | -5897.528444 |
| 8 | -3012.837933 |